[1]
# C9H18O3

3 unconnected molecules or ions with the total composition C9H18O3 at a distorted geometry (ωB97M-V/def2-TZVPD, the OMol25 dataset).

Last column: Mulliken charge in e.
Geometry (Å):
1 C 34.193 40.908 21.112  -0.45
2 C 34.613 41.172 22.613  0.55
3 C 35.660 40.263 23.259  -0.68
4 O 33.984 41.985 23.357  -0.59
5 H 35.051 40.413 20.509  -0.12
6 H 33.837 42.020 20.849  0.26
7 H 33.284 40.256 21.195  0.32
8 H 35.427 39.165 23.064  0.27
9 H 35.598 40.285 24.355  0.34
10 H 36.675 40.745 22.926  0.09
11 C 39.191 38.720 20.596  -0.83
12 C 39.779 39.489 21.791  0.79
13 C 41.327 39.238 22.061  -1.16
14 O 39.029 40.055 22.614  -0.53
15 H 39.797 39.156 19.775  0.32
16 H 38.253 38.839 20.596  0.11
17 H 39.610 37.630 20.712  0.33
18 H 41.958 39.315 21.161  0.33
19 H 41.571 38.151 22.365  0.28
20 H 41.776 39.816 22.902  0.32
21 C 36.921 41.545 18.531  -0.87
22 C 37.391 40.381 17.629  0.86
23 C 36.572 39.199 17.699  -1.16
24 O 38.312 40.429 16.911  -0.53
25 H 36.942 41.310 19.730  0.04
26 H 35.900 41.766 18.274  0.36
27 H 37.701 42.287 18.303  0.34
28 H 36.679 39.008 18.792  0.13
29 H 37.002 38.515 17.239  0.49
30 H 35.519 39.350 17.527  0.35

HOMO energy (hartree): -0.3482
LUMO (eV): 0.51
SMILES string: CC(C)=O.CC(C)=O.CC(C)=O
Relative energy (zero: lowest compared OMol25 entry of this formula, charge and spin) (kJ/mol): 321.1
Kohn-Sham gap (eV): 9.98

[2]
# C9H18OSi

2 unconnected molecules or ions with the total composition C9H18OSi at a distorted geometry (ωB97M-V/def2-TZVPD, the OMol25 dataset).

Last column: Mulliken charge in e.
Geometry (Å):
1 C -1.244 3.088 1.383  -1.16
2 C -0.624 2.165 0.387  1.08
3 C -0.032 1.060 0.035  -0.06
4 Si 1.353 -0.162 0.308  0.27
5 C 1.648 -1.147 1.881  -1.39
6 C 2.747 1.137 0.474  -1.23
7 C 1.241 -1.244 -1.279  -1.22
8 C -0.661 1.884 -1.083  -1.12
9 H -0.481 3.241 2.162  0.29
10 H -1.607 4.035 0.942  0.31
11 H -2.090 2.664 1.938  0.28
12 H 1.792 -2.136 1.708  0.49
13 H 2.542 -0.910 2.411  0.39
14 H 0.759 -1.216 2.533  0.37
15 H 2.983 1.709 -0.532  0.26
16 H 2.424 1.938 1.173  0.34
17 H 3.613 0.766 0.889  0.45
18 H 0.830 -2.231 -1.196  0.42
19 H 0.439 -0.956 -2.031  0.31
20 H 2.178 -1.172 -1.799  0.37
21 H -1.344 1.395 -1.719  0.31
22 H 0.144 2.282 -1.617  0.29
23 C -2.973 -2.618 -0.905  -1.04
24 C -2.931 -1.184 -0.453  0.47
25 O -3.887 -0.528 -0.221  -0.46
26 H -2.129 -3.265 -0.731  0.33
27 H -3.156 -2.682 -2.013  0.25
28 H -3.834 -3.090 -0.450  0.34
29 H -2.009 -0.533 -0.573  0.07

HOMO energy (hartree): -0.3191
LUMO (eV): 0.73
SMILES string: CC1=C([Si](C)(C)C)C1.CC=O
Relative energy (zero: lowest compared OMol25 entry of this formula, charge and spin) (kJ/mol): 332.7
Kohn-Sham gap (eV): 9.41

[3]
# C9H18OSi

C9H18OSi in the gas phase at a distorted geometry (ωB97M-V/def2-TZVPD, the OMol25 dataset).

Last column: Mulliken charge in e.
Geometry (Å):
1 C 1.686 0.507 -2.447  -0.74
2 C 1.085 -0.344 -1.620  -0.54
3 C 0.731 -0.166 -0.155  1.13
4 O 1.409 0.910 0.474  -0.57
5 C 0.743 -1.560 0.623  -0.72
6 C 2.005 -1.923 1.248  -0.64
7 C 0.810 -1.439 2.082  -0.82
8 Si -1.154 0.495 -0.157  0.34
9 C -1.073 1.603 1.513  -1.14
10 C -1.270 1.707 -1.663  -1.12
11 C -2.579 -0.718 -0.108  -1.01
12 H 1.744 0.129 -3.597  0.21
13 H 2.257 1.434 -2.122  0.19
14 H 0.779 -1.333 -1.864  0.30
15 H 2.216 1.265 0.054  0.29
16 H 0.124 -2.246 0.252  0.90
17 H 2.889 -1.236 1.242  0.20
18 H 2.248 -3.026 1.314  0.27
19 H 0.348 -2.145 2.605  0.37
20 H 0.829 -0.411 2.533  0.17
21 H -1.255 0.855 2.398  0.22
22 H -0.268 2.187 1.783  0.46
23 H -1.976 2.302 1.557  0.33
24 H -2.293 2.060 -1.777  0.38
25 H -0.743 2.590 -1.343  0.33
26 H -0.776 1.300 -2.597  0.30
27 H -2.866 -1.154 -1.110  0.29
28 H -2.199 -1.485 0.624  0.29
29 H -3.451 -0.158 0.261  0.35

HOMO energy (hartree): -0.3144
LUMO (eV): 0.81
SMILES string: C=C[C@](O)(C1CC1)[Si](C)(C)C
Relative energy (zero: lowest compared OMol25 entry of this formula, charge and spin) (kJ/mol): 258.4
Kohn-Sham gap (eV): 9.37